No. 1
Density functional theory data (wB97M-V/def2-TZVPD) for a molecular structure, C15H21GeN5NiO4Se2.

Total charge = -2
LUMO energy (alpha / beta) = 4.415 / 4.413 eV
Multiplicity = 3

Geometry (Å):
Ni -0.0340 -0.7180 -0.5039
O 5.1979 -3.0770 -0.0184
C 5.0563 -2.1406 0.9046
O 5.9461 -1.9036 1.7063
C 3.7864 -1.3877 0.9124
C 3.4823 -0.3340 1.7800
N 2.2761 0.1675 1.5214
N 1.7592 -0.5419 0.4931
C 2.6364 -1.4770 0.1130
C 2.2660 -2.3470 -1.0469
O 3.1249 -3.1632 -1.4705
O 1.1145 -2.1850 -1.5195
H 4.3643 -3.1304 -0.6255
H 4.0959 0.0642 2.5737
H 1.5523 1.8407 0.9345
C -3.6660 -1.9763 1.6231
Ge -3.1566 -2.4297 -0.2239
C -4.8445 -2.4372 -1.2549
C -2.5409 -4.3078 -0.1911
C -1.8563 -1.2649 -1.0015
H -4.4014 -2.6970 1.9888
H -4.1052 -0.9785 1.6676
H -2.7976 -1.9976 2.2835
H -5.5628 -3.1529 -0.8461
H -4.6447 -2.7017 -2.2952
H -5.2936 -1.4427 -1.2425
H -3.0868 -4.8864 0.5585
H -1.4766 -4.3410 0.0437
H -2.6861 -4.7807 -1.1642
H -1.8874 -1.3467 -2.0921
Se -2.2330 0.6514 -0.5018
C -3.3172 3.3314 -0.1788
N -4.2279 4.0569 -0.0787
C 2.9794 2.5162 -1.3479
N 1.9795 3.2727 -0.6158
C 1.3753 4.4520 -0.9916
C 0.3443 4.6586 -0.1373
N 0.3320 3.6011 0.7400
C -0.7187 3.2923 1.7013
C 1.2939 2.7549 0.3981
Se -0.4839 1.4090 -1.8608
H 3.4734 3.1718 -2.0609
H 2.4805 1.6989 -1.8730
H 3.7075 2.0984 -0.6553
H 1.7215 5.0349 -1.8249
H -0.3944 5.4380 -0.0968
H -0.8939 4.1548 2.3428
H -0.4029 2.4306 2.2847
H -1.6335 3.0502 1.1490

=====

No. 2
Density functional theory data (wB97M-V/def2-TZVPD) for 2 unconnected molecules or ions with the total composition C9H17F2NOS at a distorted geometry.

Total charge = 0
LUMO energy = -0.790 eV

Geometry (Å):
C -2.9368 1.4613 1.4414
C -2.7776 0.6897 0.2147
C -2.1921 1.5630 -0.9785
C -2.6984 -1.5869 -0.8855
C -3.5590 -1.3853 1.4007
C 4.5242 -1.0953 -1.3997
C 3.9444 0.8152 0.1653
C -2.9508 -0.6314 0.1807
C 4.8681 -0.4035 -0.1075
N 2.7320 0.7785 -0.4765
O 1.0003 0.7684 1.3272
F 4.8756 -1.3045 0.9371
F 6.1536 0.0324 -0.1838
S 1.2997 0.9509 -0.0872
H -2.7391 2.5476 1.1217
H -2.1234 1.2947 2.2495
H -2.8524 2.4908 -1.2539
H -1.8318 0.8119 -1.7143
H -1.2619 2.1087 -0.6546
H -2.5806 -1.2485 -1.9134
H -3.4599 -2.4697 -0.7650
H -1.6572 -2.0556 -0.6975
H -3.5005 -0.5356 2.1369
H -4.6536 -1.4076 1.1131
H -3.1611 -2.2760 1.5291
H 3.4073 -1.1576 -1.5964
H 4.8929 -0.5735 -2.3695
H 4.8647 -2.1203 -1.5518
H 4.4765 1.6887 -0.2379
H 3.8921 0.8657 1.2582
H -3.9951 1.3842 1.7973

=====

No. 3
Density functional theory data (wB97M-V/def2-TZVPD) for a molecular structure, C31H28HfN7O6S at a distorted geometry.

Total charge = +1
LUMO energy = -3.492 eV

Geometry (Å):
Hf -0.8213 0.4548 0.8644
C -1.1165 -2.9673 2.4034
N -0.8304 -2.5200 1.0465
C 0.4273 -2.9709 0.4736
C 1.4745 -1.9066 0.5522
N 1.2451 -0.6424 0.8358
C 2.5162 -0.0122 0.7943
C 2.8990 1.3054 1.0331
C 4.2346 1.6145 0.8777
C 5.1828 0.6473 0.5026
C 4.8169 -0.6648 0.2833
C 3.4687 -0.9551 0.4460
N 2.7674 -2.1523 0.3024
C -1.5349 -1.8115 3.2473
N -1.6968 -0.5932 2.7908
C -2.2133 0.1431 3.8917
C -2.6286 1.4680 3.9949
C -3.1019 1.8932 5.2176
C -3.1767 1.0301 6.3237
C -2.7892 -0.2904 6.2283
C -2.3164 -0.6966 4.9875
N -1.8739 -1.9422 4.5372
H -0.2430 -3.4553 2.8411
H -1.9243 -3.7040 2.4118
H -1.5905 -2.7484 0.4236
H 0.2793 -3.2338 -0.5759
H 0.8058 -3.8733 0.9636
H 2.1909 2.0622 1.3318
H 4.5586 2.6309 1.0553
H 6.2190 0.9367 0.3921
H 5.5383 -1.4212 0.0051
H 3.1601 -3.0564 0.0998
H -2.6062 2.1488 3.1577
H -3.4270 2.9190 5.3250
H -3.5523 1.4068 7.2655
H -2.8570 -0.9675 7.0692
H -1.8446 -2.7963 5.0675
O -4.4825 -0.4532 0.1402
C -3.4129 0.0426 -0.0552
O -2.7671 0.9281 0.7050
C -2.5857 -0.3741 -1.2776
C -3.2791 -0.5714 -2.5366
C -2.5640 -0.7951 -3.6343
C -1.0768 -0.8482 -3.6209
C -0.4397 -0.6799 -2.2208
N -1.3315 -0.6117 -1.0534
H -4.3565 -0.4970 -2.5290
H -3.0609 -0.9518 -4.5856
H -0.7486 -1.7410 -4.1548
H 0.3668 -1.3856 -2.0290
C 3.1175 -0.3706 -5.7819
C 2.0640 0.0533 -4.8018
C 0.7672 0.0631 -5.0920
C -0.3106 0.4280 -4.1166
C 0.2042 0.6983 -2.6591
C 1.6943 0.8330 -2.4828
C 2.5204 0.5091 -3.4703
S -0.5959 2.1446 -1.9639
O -0.0578 3.3301 -2.5694
O -2.0262 1.9930 -2.1065
N -0.1234 1.9966 -0.4009
C -0.4915 3.2435 0.3801
C -0.2257 3.0425 1.8696
O -0.1881 3.9556 2.6347
O -0.0970 1.7365 2.2127
H 2.6931 -0.5870 -6.7608
H 3.6382 -1.2646 -5.4291
H 3.8709 0.4116 -5.8989
H 0.4306 -0.2356 -6.0810
H -0.9499 1.2142 -4.5225
H 2.0716 1.2414 -1.5563
H 3.5883 0.6350 -3.3230
H -1.5563 3.4733 0.2689
H 0.0611 4.1147 0.0349

=====

Q: Which energy above the lowest of the compared OMol25 structures with the same formula, charge and spin values were calculated for the entries above? A: 0.1302 0.5293 3.0527, in eV.